Density functional theory data (ωB97M-V/def2-TZVPD) for a structure of composition C15H41AlCl2N2O6Si4Te.

```
! RIJCOSX wB97M-V def2-TZVPD def2/J DEFGRID3
* xyz 0 1
Al -1.845 0.191 -1.858
O -1.201 3.020 -4.006
Cl -1.768 2.703 -2.763
O -2.121 3.840 -1.994
O -2.916 1.789 -2.891
O -0.826 1.849 -1.953
N -3.566 -0.872 -2.137
C -4.077 -1.845 -1.144
C -5.129 -1.248 -0.226
C -4.625 -0.222 0.787
C -4.190 1.132 0.230
N -2.765 1.170 -0.165
H -4.324 -0.253 -2.425
H -3.299 -1.397 -2.987
H -3.231 -2.206 -0.555
H -4.495 -2.701 -1.677
H -5.587 -2.073 0.323
H -5.930 -0.804 -0.830
H -3.798 -0.653 1.360
H -5.429 -0.037 1.502
H -4.360 1.897 0.993
H -4.788 1.413 -0.640
H -2.195 0.826 0.610
H -2.501 2.147 -0.278
Cl 1.217 -0.377 -5.039
C 0.027 -1.689 -4.974
C -1.224 -1.378 -4.176
O -2.146 -2.181 -4.232
O -1.233 -0.297 -3.483
H 0.499 -2.553 -4.508
H -0.258 -1.953 -5.989
C 3.148 2.501 1.878
Si 1.799 2.170 0.602
C 2.476 2.722 -1.056
C 0.323 3.232 1.085
Si 1.453 -0.147 0.821
Te -0.460 -1.365 -0.322
Si 3.338 -1.319 0.040
C 4.883 -0.958 1.055
C 2.990 -3.161 0.146
C 3.698 -0.867 -1.746
Si 0.976 -0.683 3.066
C -0.402 0.437 3.703
C 0.385 -2.460 3.218
C 2.454 -0.499 4.218
H 3.391 3.565 1.892
H 4.062 1.954 1.650
H 2.835 2.219 2.883
H 2.720 3.787 -1.002
H 1.774 2.574 -1.868
H 3.388 2.185 -1.306
H 0.671 4.249 1.281
H -0.165 2.869 1.988
H -0.416 3.291 0.293
H 4.731 -1.115 2.120
H 5.227 0.066 0.916
H 5.686 -1.623 0.731
H 2.813 -3.477 1.174
H 3.846 -3.721 -0.235
H 2.114 -3.434 -0.440
H 4.137 0.127 -1.820
H 2.800 -0.884 -2.362
H 4.412 -1.576 -2.172
H -1.220 0.510 2.986
H -0.039 1.445 3.901
H -0.811 0.039 4.633
H -0.504 -2.642 2.617
H 0.149 -2.673 4.262
H 1.150 -3.166 2.897
H 2.847 0.516 4.235
H 3.266 -1.163 3.926
H 2.162 -0.763 5.236
*
```

Properties
E_HOMO ... -0.2771 hartree
Energy relative to the best compared isomer or geometry (same formula, charge and spin) ... 6.1 kJ/mol
Strongest force on any atom ... 0.013 hartree/bohr

Density functional theory data (ωB97M-V/def2-TZVPD) for a cluster of 2 separate species, C4H7N3 in total.

```
! RIJCOSX wB97M-V def2-TZVPD def2/J DEFGRID3
* xyz 0 1
C -2.304 0.133 -0.207
C -1.952 -0.876 0.586
N 0.729 0.965 0.905
C 1.448 0.350 0.047
N 0.981 -0.671 -0.723
C 2.858 0.683 -0.184
N 3.956 1.007 -0.347
H -0.026 -0.788 -0.752
H -1.837 1.109 -0.093
H -3.062 0.026 -0.980
H -2.395 -1.865 0.497
H -1.191 -0.729 1.349
H 1.266 1.675 1.394
H 1.529 -1.019 -1.491
*
```

Properties
E_HOMO ... -0.3707 hartree
Energy relative to the best compared isomer or geometry (same formula, charge and spin) ... 123.9 kJ/mol
SMILES ... [H]/N=C(/N)C#N.C=C
Strongest force on any atom ... 0.022 hartree/bohr

Density functional theory data (ωB97M-V/def2-TZVPD) for a structure of composition C5H5FLiNaO3.

```
! RIJCOSX wB97M-V def2-TZVPD def2/J DEFGRID3
* xyz 0 1
C -3.442 -0.014 -0.603
C -2.504 -1.018 -0.417
O -0.295 -1.854 -0.362
C -1.070 -0.849 -0.360
O -3.249 1.236 -0.764
H -4.492 -0.362 -0.670
H -2.874 -2.042 -0.360
C 3.575 0.499 0.368
C 2.708 0.412 1.379
O -0.523 0.331 -0.371
Na -1.831 2.173 -0.886
Li 1.205 -0.624 -0.334
F 3.735 1.640 -0.317
H 4.274 -0.283 0.063
H 2.116 1.274 1.692
H 2.668 -0.521 1.943
*
```

Properties
E_HOMO ... -0.2584 hartree
Strongest force on any atom ... 0.126 hartree/bohr